(1)
# C32H33BCl2NO3OsTe

A structure of composition C32H33BCl2NO3OsTe at a distorted geometry (the ωB97M-V functional and the def2-TZVPD basis, the Open Molecules 2025 dataset).

```
74
C32H33BCl2NO3OsTe (the ωB97M-V functional and the def2-TZVPD basis)
Os 2.38409 0.02109 2.04336
Cl 4.71739 0.13389 2.59456
C 4.62039 1.72249 3.39936
Cl 2.91359 2.18889 3.39206
H 5.19339 2.45539 2.83056
H 4.97259 1.63839 4.42966
C -4.35541 4.87649 -3.84384
C -3.50641 4.01309 -2.97724
C -2.17621 4.33499 -2.71834
C -1.38931 3.55849 -1.88324
C 0.02349 3.96039 -1.60614
C -1.95121 2.41209 -1.32354
Te -0.68851 1.30119 0.16526
N 0.45429 0.17379 1.82606
C -0.07001 -0.28901 2.96556
O 0.79039 -0.65481 3.80936
C -1.50201 -0.48021 3.21796
C -1.83521 -1.60421 3.97996
C -3.15921 -1.92341 4.20836
C -4.16671 -1.12521 3.68616
C -3.84311 0.02499 2.97966
C -2.51861 0.34919 2.74536
C 0.73419 0.48779 -1.18254
C 2.06699 0.90769 -1.22294
C 2.60159 2.01819 -0.36064
C 2.92079 0.32279 -2.15124
C 2.48829 -0.65981 -3.03224
C 3.40059 -1.24071 -4.05644
C 1.16349 -1.08881 -2.94214
C 0.28569 -0.53981 -2.02374
C -1.12591 -1.03091 -1.93684
C -3.28911 2.08059 -1.52084
C -3.94641 0.89939 -0.88554
C -4.03761 2.87829 -2.37624
H -3.83321 5.78189 -4.13994
H -5.27641 5.15019 -3.33024
H -4.64281 4.33149 -4.74394
H -1.74841 5.22639 -3.15184
H 0.19029 4.99849 -1.88004
H 0.70539 3.33639 -2.18304
H 0.24479 3.84519 -0.54174
H -1.04061 -2.21701 4.37676
H -3.41031 -2.78521 4.80786
H -5.20241 -1.37951 3.85416
H -4.62581 0.68779 2.64416
H -2.28021 1.29399 2.26656
H 1.90799 2.25589 0.45546
H 2.73489 2.93039 -0.94694
H 3.59279 1.75579 0.02456
H 3.94559 0.65759 -2.20644
H 4.39489 -0.80971 -3.99394
H 3.00669 -1.05741 -5.05544
H 3.47499 -2.32071 -3.93774
H 0.81399 -1.85781 -3.61814
H -1.26841 -1.92901 -2.53444
H -1.80581 -0.26221 -2.30694
H -1.38011 -1.26501 -0.89864
H -3.27711 0.41469 -0.16974
H -4.23561 0.17039 -1.64094
H -4.85011 1.21399 -0.36884
H -5.06531 2.60799 -2.56144
O 3.44579 -2.66071 1.56166
B 2.29839 -1.89561 1.35086
O 1.20609 -2.73721 1.21806
C 1.65419 -3.99961 1.41026
C 0.95749 -5.19301 1.48136
C 1.70089 -6.33031 1.74996
C 3.08869 -6.28131 1.93986
C 3.79029 -5.09101 1.87646
C 3.05139 -3.95151 1.61546
H -0.11031 -5.23421 1.34616
H 1.19909 -7.28311 1.82226
H 3.62199 -7.19591 2.15106
H 4.85609 -5.04411 2.02766
```

Computed properties:
- E_LUMO (spin up / spin down) (Eh) = -0.2046 / -0.3141
- E_tot (Eh) = -2822.92776
- expectation value of S² = 8.791
- net charge = +2
- strongest force on any atom (eV/Å) = 2.26
- gap between HOMO and LUMO (spin up / spin down) (Eh) = 0.287 / 0.173
- 2S+1 = 6



(2)
# C5H14NO2

A cluster of 2 separate species, C5H14NO2 in total at a distorted geometry (the ωB97M-V functional and the def2-TZVPD basis, the Open Molecules 2025 dataset).

```
22
C5H14NO2 (the ωB97M-V functional and the def2-TZVPD basis)
C 0.40022 1.27916 -2.24987
O -0.74139 2.09017 -1.87855
C 1.23274 0.91887 -1.04823
C 0.47972 0.82188 0.32425
C 0.62596 -0.37900 1.14279
C 1.45334 -0.46667 2.16248
N -0.29872 -1.48827 0.86095
H -0.18997 0.40542 -2.50352
H 0.95618 1.63094 -3.11851
H -0.48526 3.02760 -1.72118
H 2.12577 1.50019 -0.86537
H 1.76423 -0.03346 -1.23176
H 0.77881 1.80062 0.75674
H -0.56698 1.07559 0.09696
H 2.07152 0.34456 2.56003
H 1.71676 -1.32547 2.75700
H -0.85354 -1.37884 0.00241
H -1.05824 -1.51613 1.57579
H 0.13927 -2.40140 0.84829
H -3.55020 -1.50284 0.03320
H -3.21174 -2.36114 1.17311
O -2.78846 -2.04176 0.32299
```

Computed properties:
- E_LUMO (spin up / spin down) (Eh) = 0.0299 / 0.0186
- E_tot (Eh) = -403.95836
- expectation value of S² = 0.751
- strongest force on any atom (eV/Å) = 3.12
- gap between HOMO and LUMO (spin up / spin down) (Eh) = 0.147 / 0.378
- energy above the lowest of the compared OMol25 structures with the same formula, charge and spin (eV) = 2.659
- 2S+1 = 2



(3)
# C18H23BeN5O3

A structure of composition C18H23BeN5O3 at a distorted geometry (the ωB97M-V functional and the def2-TZVPD basis, the Open Molecules 2025 dataset).

```
50
C18H23BeN5O3 (the ωB97M-V functional and the def2-TZVPD basis)
C 4.84251 1.02246 -1.95645
C 5.17519 0.51945 -3.18294
H 5.65044 1.44026 -1.35199
H 3.81896 1.11699 -1.60665
C 4.13590 -0.04369 -4.03421
C 2.87448 -0.22951 -3.53550
H 2.60952 -0.03527 -2.49904
H 2.12592 -0.66759 -4.19725
C 6.61512 0.54161 -3.70619
H 7.26425 1.04384 -2.97784
H 6.70710 1.07339 -4.66563
H 7.01760 -0.47064 -3.86762
C 4.50479 -0.41902 -5.47072
H 5.35046 -1.12223 -5.51592
H 4.79356 0.45877 -6.07015
H 3.64316 -0.88854 -5.96057
Be -2.41378 -0.46010 2.11421
O -0.95235 -0.05913 1.42447
C -0.82779 0.65977 0.37684
O -3.57383 0.17033 1.21500
C -3.27554 0.96538 0.27974
O -4.17255 1.60056 -0.41384
N -1.99035 1.26591 -0.11984
C -3.48189 2.52286 -1.34607
C -2.01294 2.27937 -1.17577
H -3.77063 3.54675 -1.08049
H -3.83898 2.29780 -2.35596
H -1.49345 3.18578 -0.86441
H -1.55894 1.88981 -2.08232
C 0.46468 0.96803 -0.26204
C 1.65928 0.56633 0.25469
H 0.42566 1.73695 -1.05306
H 1.61995 -0.05759 1.13566
H 2.62921 0.96252 -0.05163
N -3.51845 -3.62146 3.90756
C -3.40099 -4.33126 2.71504
C -2.94081 -3.44178 1.77467
N -2.75915 -2.19544 2.36438
C -3.12906 -2.32942 3.65063
C -3.08500 -1.11725 4.43249
N -2.68384 -0.01884 3.77261
C -2.75438 1.05147 4.64812
C -3.17763 0.60064 5.86591
N -3.38749 -0.78321 5.72858
H -3.82808 -3.96543 4.81321
H -3.65431 -5.37797 2.64120
H -2.72918 -3.58134 0.72836
H -2.48600 2.04522 4.31668
H -3.33608 1.11617 6.79407
H -3.69430 -1.43170 6.44998
```

Computed properties:
- E_LUMO (Eh) = -0.2665
- E_tot (Eh) = -1213.55414
- net charge = +2
- strongest force on any atom (eV/Å) = 2.39
- gap between HOMO and LUMO (Eh) = 0.174



(4)
# C31H36N3O6S6Si2TeTm

A structure of composition C31H36N3O6S6Si2TeTm at a distorted geometry (the ωB97M-V functional and the def2-TZVPD basis, the Open Molecules 2025 dataset).

```
86
C31H36N3O6S6Si2TeTm (the ωB97M-V functional and the def2-TZVPD basis)
Tm -0.85541 0.44677 -0.73613
O -2.05904 -0.08802 1.36989
S -2.59520 1.28792 1.56464
O -2.40995 1.79812 2.87744
O -2.05113 2.11952 0.42115
C -4.30185 1.29955 1.20315
C -5.00165 2.15926 2.04276
C -6.36181 2.39276 1.86526
C -7.02074 1.75362 0.80024
C -6.33579 0.96877 -0.09352
C -4.93937 0.69117 0.10162
S -4.33201 -0.63174 -0.96515
O -2.99482 -0.22280 -1.43765
O -5.31995 -0.67715 -1.97649
O -4.25529 -1.72159 -0.07232
H -4.49009 2.55687 2.93496
H -6.87627 3.01828 2.58050
H -8.06884 1.92698 0.59109
H -6.86557 0.42723 -0.84978
S 1.65238 1.31536 -1.10461
C 1.64061 2.30599 -2.60480
C 2.77690 2.99048 -2.93982
C 2.77097 3.94540 -3.93548
C 4.00782 4.67948 -4.06081
N 5.01887 5.23079 -4.15008
C 1.58379 4.14559 -4.67853
C 0.46498 3.41538 -4.36604
C 0.44766 2.51747 -3.33615
S -1.05296 1.83438 -2.97044
C 1.67165 5.01851 -5.80901
N 1.76091 5.70390 -6.74328
H 3.66412 2.78188 -2.40346
H -0.47444 3.51757 -4.89905
C 0.79286 1.55688 4.88143
Si 1.87214 2.41401 3.59744
C 0.80287 3.50525 2.60887
C 3.08174 3.44736 4.60613
C 2.78599 1.24239 2.48676
Te 1.53036 -0.30067 1.71935
C 3.01673 -1.35218 0.58960
Si 3.50094 -3.16982 0.70890
C 3.43968 -3.75867 -1.04181
C 5.13839 -3.26129 1.56628
C 2.17765 -4.24522 1.44426
H 1.50797 0.97467 5.44779
H -0.05337 0.94252 4.48008
H 0.47934 2.35630 5.54746
H -0.14477 3.02673 2.46989
H 1.24231 3.86852 1.65257
H 0.58179 4.37292 3.19773
H 2.53286 3.86296 5.48539
H 3.53289 4.28660 4.14239
H 3.86200 2.72185 4.98281
H 3.49103 0.68004 3.05573
H 3.29234 1.79112 1.68776
H 3.91404 -0.81363 0.84018
H 2.67862 -1.14540 -0.41771
H 4.00597 -3.14514 -1.70076
H 2.44244 -3.42364 -1.42995
H 3.67929 -4.79178 -1.24998
H 5.97212 -2.84105 1.01674
H 5.45316 -4.28844 1.77475
H 5.10366 -2.69842 2.44215
H 1.40858 -4.30385 0.74794
H 1.69039 -3.82010 2.34704
H 2.61907 -5.28866 1.64199
S -3.23901 -4.46267 0.87648
C -2.67945 -3.39664 2.08242
C -1.84070 -4.04552 2.95342
N -1.54158 -5.36506 2.64657
C -2.22774 -5.68249 1.58477
H -2.85826 -2.29310 2.07068
H -1.21510 -3.59710 3.70478
H -2.13898 -6.64183 1.09279
S -0.12652 -2.16376 -0.83562
C -0.42067 -1.99976 -2.56218
C 0.48224 -1.45598 -3.49415
C 0.20949 -1.24226 -4.81637
C -1.03834 -1.63708 -5.29820
C -1.98032 -2.19034 -4.42914
C -1.62194 -2.37977 -3.08000
H 1.50692 -1.21202 -3.12430
H 1.02453 -0.81388 -5.40684
H -1.30308 -1.52220 -6.38926
H -2.92528 -2.46278 -4.77834
H -2.29576 -2.74562 -2.34685
```

Computed properties:
- E_LUMO (spin up / spin down) (Eh) = 0.1319 / 0.1319
- E_tot (Eh) = -6140.26010
- expectation value of S² = 2.002
- net charge = -2
- strongest force on any atom (eV/Å) = 3.07
- gap between HOMO and LUMO (spin up / spin down) (Eh) = 0.230 / 0.230
- energy above the lowest of the compared OMol25 structures with the same formula, charge and spin (eV) = 0.550
- 2S+1 = 3



(5)
# C4H5N2O

The ion C4H5N2O with charge +1 at a distorted geometry (the ωB97M-V functional and the def2-TZVPD basis, the Open Molecules 2025 dataset).

```
12
C4H5N2O (the ωB97M-V functional and the def2-TZVPD basis)
H 2.06883 -1.68635 0.49452
N 1.17296 -1.10629 0.48591
C 0.02739 -1.33821 0.91875
C -0.91440 -0.22447 0.79770
C -1.06806 0.80634 -0.05709
C -0.14994 0.83195 -1.25067
N 1.04569 1.14555 -1.27752
O 2.12492 1.50760 -1.06757
H -0.37212 -2.19782 1.46607
H -1.57889 -0.23776 1.69746
H -1.70962 1.59728 -0.01542
H -0.64676 0.90217 -2.19215
```

Computed properties:
- E_LUMO (Eh) = -0.2725
- SMILES = [H]/N=C/C=C\C=[N+]=O
- E_tot (Eh) = -339.69791
- net charge = +1
- strongest force on any atom (eV/Å) = 5.42
- gap between HOMO and LUMO (Eh) = 0.254
- energy above the lowest of the compared OMol25 structures with the same formula, charge and spin (eV) = 4.599



(6)
# C4H3F4IO

A cluster of 2 separate species, C4H3F4IO in total at a distorted geometry (the ωB97M-V functional and the def2-TZVPD basis, the Open Molecules 2025 dataset).

```
13
C4H3F4IO (the ωB97M-V functional and the def2-TZVPD basis)
C -1.82159 0.69968 -0.28162
C -1.90723 -0.37182 0.69237
C 1.03866 -0.24704 -1.09393
C 1.78810 0.43214 0.12899
O -1.95987 1.56188 -1.07639
F 1.81138 -0.07759 -2.13515
F 1.04985 0.38987 1.25602
F 1.94585 1.77013 -0.15967
F 3.01373 -0.06704 0.47957
I 0.92487 -2.30377 -0.68654
H -1.55210 -1.39505 0.37430
H -2.94689 -0.50849 0.89267
H -1.38476 0.11708 1.60938
```

Computed properties:
- E_LUMO (spin up / spin down) (Eh) = -0.0332 / -0.0473
- E_tot (Eh) = -926.46302
- strongest force on any atom (eV/Å) = 5.32
- gap between HOMO and LUMO (spin up / spin down) (Eh) = 0.244 / 0.212
- energy above the lowest of the compared OMol25 structures with the same formula, charge and spin (eV) = 3.309